{
  "formula": "C28H54BrClNO3S",
  "method": "wB97M-V/def2-TZVPD",
  "homo_ev": -11.42,
  "charge": 1,
  "energy_ha": -4811.7876,
  "homo_lumo_gap_ev": 7.9,
  "elements": ["C", "C", "C", "C", "C", "C", "C", "C", "C", "C", "C", "C", "Br", "C", "O", "C", "C", "C", "O", "C", "C", "C", "Cl", "N", "S", "C", "C", "C", "C", "C", "C", "C", "C", "O", "C", "H", "H", "H", "H", "H", "H", "H", "H", "H", "H", "H", "H", "H", "H", "H", "H", "H", "H", "H", "H", "H", "H", "H", "H", "H", "H", "H", "H", "H", "H", "H", "H", "H", "H", "H", "H", "H", "H", "H", "H", "H", "H", "H", "H", "H", "H", "H", "H", "H", "H", "H", "H", "H", "H"],
  "coordinates": [[-1.84946, -2.91152, 6.47709], [-2.36803, -1.69627, 7.25200], [-2.08045, -0.40942, 6.47489], [-0.63010, 0.05378, 6.69305], [-0.05307, 0.85061, 5.49672], [1.31442, 0.32412, 5.03357], [1.18195, -0.68740, 3.88433], [1.31655, -0.01419, 2.51832], [2.76450, 0.00267, 2.03553], [3.01782, 1.03988, 0.93918], [2.72225, 0.40713, -0.43126], [3.27204, 1.20546, -1.60476], [5.23748, 0.89812, -1.58898], [3.19618, 2.74038, -1.45009], [3.39572, 3.15981, -2.79899], [2.53388, 2.36436, -3.58611], [1.13687, 3.00444, -3.38810], [1.24268, 4.52734, -3.39132], [1.06188, 5.16520, -2.34237], [3.02248, 2.53801, -5.01387], [2.28612, 1.74176, -6.10316], [1.02773, 2.42062, -6.65649], [0.95916, 2.37458, -8.41731], [2.60914, 0.93986, -3.00110], [3.72235, -0.09424, -3.95772], [1.22506, 0.33533, -2.93521], [1.15947, -1.18209, -2.72367], [-0.12632, -1.52323, -1.96348], [-1.38853, -1.49439, -2.84298], [-2.22808, -2.76189, -2.64261], [-2.78336, -2.86842, -1.21261], [-4.31539, -2.74684, -1.14966], [-4.80940, -1.95219, 0.04755], [-6.00537, -1.27679, -0.29279], [-6.85912, -1.09448, 0.81484], [-0.87365, -2.68562, 6.05317], [-1.76341, -3.78765, 7.10979], [-2.53373, -3.12683, 5.66187], [-3.43881, -1.80725, 7.40344], [-1.90671, -1.65533, 8.23587], [-2.74266, 0.38770, 6.80018], [-2.26422, -0.60095, 5.41908], [-0.64590, 0.72546, 7.54561], [0.00387, -0.79565, 6.92674], [-0.76548, 0.78092, 4.67843], [0.05328, 1.89262, 5.78261], [1.78405, -0.16945, 5.88145], [1.97772, 1.13832, 4.74759], [0.23087, -1.20404, 3.98147], [1.96852, -1.43351, 3.99778], [0.90095, 0.99164, 2.58379], [0.68882, -0.55896, 1.80949], [3.39697, 0.20678, 2.89733], [2.99822, -1.00415, 1.69827], [4.02950, 1.42557, 0.97901], [2.30988, 1.85010, 1.09536], [1.64442, 0.27317, -0.48986], [3.18266, -0.57680, -0.44141], [2.30392, 3.13827, -0.97831], [4.08061, 3.00790, -0.89765], [0.71790, 2.76968, -2.41657], [0.41597, 2.64743, -4.11923], [1.45570, 5.05089, -4.33921], [4.08752, 2.32669, -5.04219], [2.93626, 3.58945, -5.26376], [2.98023, 1.64102, -6.93223], [2.07313, 0.72265, -5.79824], [0.93491, 3.43936, -6.29725], [0.14277, 1.90437, -6.29412], [3.75090, -1.19599, -3.19437], [0.69259, 0.78408, -2.11037], [0.73490, 0.55932, -3.87318], [1.19512, -1.71204, -3.66755], [1.97613, -1.51738, -2.09079], [-0.23571, -0.87742, -1.09499], [-0.00612, -2.52691, -1.56364], [-2.03055, -0.66153, -2.55371], [-1.14101, -1.36731, -3.89479], [-1.54686, -3.59875, -2.79324], [-3.01773, -2.82581, -3.38153], [-2.52659, -3.84941, -0.82337], [-2.33237, -2.13972, -0.54254], [-4.71129, -2.27548, -2.04381], [-4.74646, -3.74100, -1.07741], [-4.06369, -1.19823, 0.32724], [-4.97253, -2.57704, 0.92666], [-7.66742, -0.44589, 0.50178], [-6.32489, -0.67492, 1.66739], [-7.29954, -2.04248, 1.13150]],
  "forces_ev_per_a": [[-0.144, 0.402, 0.250], [-0.062, -0.102, -0.361], [0.371, -0.254, 0.556], [-0.502, 0.530, -0.665], [0.386, -0.233, 0.372], [-0.323, -0.328, 0.085], [0.414, 0.279, 0.341], [-0.429, -0.489, 0.021], [-0.335, 0.403, 0.350], [-0.281, -0.497, -0.254], [0.085, -0.046, 0.003], [0.202, 0.593, 1.335], [-0.253, -0.104, 0.080], [0.636, -0.665, -0.704], [-0.087, -0.767, 0.330], [-0.028, 2.417, -0.456], [-0.272, -0.298, 0.107], [-0.473, 1.430, 2.544], [0.462, -1.702, -2.788], [-0.207, -0.790, -0.315], [0.191, 0.337, -0.328], [-0.218, -0.460, 0.725], [-0.013, 0.110, -0.167], [0.970, -0.583, 0.735], [-0.282, -0.059, -1.526], [-0.036, -1.211, 0.007], [-0.092, 0.425, 0.772], [-0.076, -0.299, -0.551], [-0.606, -0.005, 0.458], [0.847, 0.062, 0.355], [-0.618, -0.460, -0.286], [0.129, 0.031, 0.453], [-0.035, 0.513, -0.068], [-0.074, -0.235, -0.043], [-0.038, -0.213, -0.077], [0.193, -0.131, -0.059], [0.009, -0.196, 0.021], [-0.016, -0.148, -0.190], [-0.146, -0.022, 0.122], [0.052, 0.101, 0.164], [-0.229, 0.107, -0.119], [-0.084, 0.048, -0.194], [0.235, -0.169, 0.375], [0.133, -0.152, 0.043], [-0.056, 0.252, -0.252], [-0.167, 0.202, -0.073], [0.166, 0.046, 0.130], [0.097, 0.114, -0.134], [-0.128, -0.122, -0.024], [-0.004, -0.223, -0.169], [0.045, 0.187, -0.031], [-0.011, 0.038, -0.248], [0.164, 0.086, 0.028], [0.309, -0.114, -0.067], [0.198, 0.042, 0.013], [0.156, 0.365, 0.038], [-0.072, 0.001, -0.104], [-0.065, -0.199, -0.086], [-0.311, -0.001, -0.125], [-0.098, 0.567, 0.302], [-0.007, 0.010, 0.135], [-0.025, 0.167, -0.214], [0.007, -0.052, 0.133], [0.154, -0.094, 0.095], [0.016, 0.260, 0.190], [0.143, -0.021, -0.081], [-0.134, -0.093, 0.015], [0.136, 0.319, -0.317], [-0.190, -0.055, -0.102], [-0.259, 0.280, 0.384], [-0.019, 0.408, -0.053], [-0.009, 0.277, -0.101], [0.099, -0.118, -0.149], [0.253, -0.034, -0.081], [0.033, 0.144, 0.131], [0.017, -0.170, 0.048], [0.064, 0.304, -0.137], [0.119, -0.012, -0.165], [-0.074, -0.217, -0.316], [-0.164, -0.025, -0.106], [0.194, -0.050, 0.215], [0.158, 0.186, -0.017], [-0.036, 0.155, -0.123], [-0.156, -0.136, -0.309], [0.109, 0.057, 0.087], [0.017, -0.216, 0.050], [-0.040, 0.229, 0.020], [0.004, 0.250, 0.086], [0.011, -0.161, 0.035]]
}

{
  "formula": "C28H54Cl2N5O16",
  "method": "wB97M-V/def2-TZVPD",
  "homo_ev": [-8.88, -8.87],
  "spin_multiplicity": 2,
  "s_squared": 0.76,
  "energy_ha": -3497.2657,
  "homo_lumo_gap_ev": [8.9, 6.1],
  "elements": ["C", "C", "O", "O", "H", "H", "H", "C", "C", "O", "C", "O", "O", "H", "H", "H", "H", "C", "C", "O", "C", "O", "O", "H", "H", "H", "H", "C", "C", "O", "C", "O", "O", "H", "H", "H", "H", "C", "C", "O", "N", "C", "H", "H", "H", "H", "H", "H", "H", "C", "C", "O", "N", "C", "H", "H", "H", "H", "H", "H", "H", "C", "C", "O", "N", "C", "H", "H", "H", "H", "H", "H", "H", "C", "C", "O", "N", "C", "H", "H", "H", "H", "H", "H", "H", "C", "C", "O", "N", "C", "H", "H", "H", "H", "H", "H", "H", "Cl", "C", "C", "Cl", "H", "H", "H", "H"],
  "coordinates": [[0.07067, -0.25186, 0.03608], [-0.24304, -0.44185, 1.48035], [0.61156, -0.21576, 2.35000], [-1.32619, -0.83230, 1.83068], [-0.74403, -0.61702, -0.58922], [1.01945, -0.67279, -0.29668], [-0.09142, 0.80159, -0.19215], [1.70755, 1.27744, -4.91213], [0.59387, 1.78394, -3.98421], [-0.53641, 1.10822, -4.38789], [-0.20313, 0.10622, -5.18394], [-0.95063, -0.73792, -5.65263], [1.05652, 0.26026, -5.60287], [2.51392, 0.84703, -4.31832], [2.03428, 2.08287, -5.56989], [0.55516, 2.87116, -4.05168], [0.75793, 1.58657, -2.92485], [-4.03622, -1.82060, -3.51500], [-3.75881, -0.95732, -2.28984], [-2.97331, -1.82019, -1.46209], [-2.79624, -3.04845, -2.03701], [-2.14537, -3.96654, -1.58263], [-3.47589, -3.07091, -3.18499], [-3.57492, -1.40711, -4.41182], [-5.11963, -1.88081, -3.61851], [-4.70047, -0.69725, -1.80636], [-3.30053, -0.02115, -2.60867], [3.71631, -1.66467, 1.55790], [4.19584, -0.32120, 2.20598], [5.09925, -0.78751, 3.14982], [5.46709, -2.08151, 2.85316], [6.35497, -2.75097, 3.45768], [4.73027, -2.55660, 1.78825], [3.62399, -1.55015, 0.47787], [2.69229, -1.82551, 1.89497], [3.36102, 0.20459, 2.66938], [4.63344, 0.35116, 1.46805], [-3.53617, 2.11210, 4.86651], [-2.21244, 2.23802, 4.16922], [-1.35098, 1.40193, 4.40130], [-2.06732, 3.30205, 3.36439], [-0.91321, 3.48215, 2.52271], [-4.39798, 2.52378, 4.34122], [-3.42384, 2.62107, 5.82382], [-3.77373, 1.08046, 5.12609], [-2.80537, 3.98837, 3.29842], [-1.11053, 2.79482, 1.70006], [-0.01992, 2.98604, 2.90220], [-0.78731, 4.51512, 2.19834], [-6.09695, -1.10224, 3.75268], [-4.69589, -0.91174, 3.20779], [-3.68296, -1.04478, 3.97268], [-4.48261, -0.73130, 1.88757], [-5.44726, -0.47963, 0.77265], [-6.77037, -0.40478, 3.25452], [-6.18906, -0.84367, 4.80754], [-6.47162, -2.11012, 3.57409], [-3.49836, -0.70757, 1.66219], [-5.15123, 0.38369, 0.17672], [-6.47450, -0.37461, 1.12172], [-5.39573, -1.28296, 0.03773], [5.88671, 3.81387, -2.50195], [4.58075, 3.06558, -2.36159], [3.81972, 2.94688, -3.32603], [4.23688, 2.54913, -1.16431], [3.08345, 1.71007, -0.89649], [6.55721, 3.71663, -1.64809], [5.64218, 4.87365, -2.57398], [6.37346, 3.64186, -3.46196], [4.92775, 2.62483, -0.43146], [2.22100, 1.86892, -1.54383], [2.69727, 1.78447, 0.12008], [3.31227, 0.65934, -1.07463], [2.66767, -5.00412, 3.27961], [1.48454, -4.33213, 2.66779], [0.85445, -3.52542, 3.33361], [1.30789, -4.58441, 1.35177], [0.11974, -4.02277, 0.67322], [3.43729, -4.27999, 3.54683], [3.02709, -5.78324, 2.60737], [2.44619, -5.44874, 4.24985], [1.90329, -5.11616, 0.73303], [0.01371, -4.55257, -0.27344], [0.33360, -3.00183, 0.35689], [-0.78675, -4.08940, 1.27483], [-2.51534, 2.47977, -1.58375], [-1.80930, 3.76202, -1.13544], [-0.65283, 3.76717, -0.64395], [-2.47783, 4.85363, -1.33465], [-1.99926, 6.19771, -0.89622], [-2.72211, 1.90736, -0.67949], [-1.84971, 1.92956, -2.24880], [-3.42656, 2.65613, -2.15530], [-3.31744, 4.86797, -1.89584], [-1.32907, 6.68460, -1.60466], [-1.51500, 6.16006, 0.07957], [-2.82051, 6.89437, -0.72795], [2.35102, -2.94240, -1.64573], [3.58769, -3.92573, -2.44468], [4.61685, -4.18877, -1.35051], [4.19864, -5.35011, -0.02935], [4.06199, -3.35354, -3.24201], [3.13766, -4.86706, -2.76007], [4.72063, -3.24923, -0.80774], [5.54932, -4.51727, -1.80952]],
  "forces_ev_per_a": [[-0.663, 0.601, -0.753], [0.576, -0.231, -3.123], [1.058, 0.324, 1.706], [-1.895, -0.508, 1.484], [-0.047, -0.935, 0.270], [0.062, 0.328, 0.104], [0.961, 0.530, 0.160], [0.165, 0.638, 1.376], [1.984, 1.454, 1.165], [-1.962, -0.197, 0.381], [-1.241, -1.601, -2.900], [1.077, 1.464, 1.546], [0.035, -1.357, -0.756], [0.234, 0.295, -0.352], [0.235, -0.382, -0.104], [-0.742, -0.036, -0.215], [0.168, -0.241, -0.020], [-0.411, 0.697, 0.092], [-0.456, -0.258, -0.459], [0.556, 0.446, 0.491], [0.684, -0.738, 0.617], [-1.311, 2.008, -0.743], [0.005, -0.980, -0.642], [0.027, -0.309, -0.047], [0.110, -0.478, -0.422], [0.243, -0.144, 0.306], [0.693, -0.193, 0.533], [-1.565, 3.178, -1.678], [-1.501, -0.657, -1.260], [1.544, -1.504, 0.628], [3.155, -2.364, 2.196], [-4.081, 3.222, -2.796], [1.392, -0.582, 2.089], [0.028, 0.065, -0.096], [0.253, -1.194, 0.660], [0.128, -0.119, 0.247], [0.512, -0.017, 0.093], [-0.576, 0.073, 0.640], [-0.252, -1.523, 0.988], [0.203, 0.750, -0.676], [0.052, 1.166, 0.230], [-0.156, -1.501, -0.761], [0.091, 0.248, -0.120], [-0.158, 0.238, 0.074], [0.401, -0.056, -0.329], [0.089, -0.371, 0.088], [0.195, 0.606, -0.902], [0.062, 0.697, 0.800], [0.117, -0.292, 0.070], [-0.335, 0.908, -0.475], [2.871, -1.258, 2.792], [-3.116, 0.546, -2.015], [-1.115, 0.628, -1.300], [0.953, -0.525, 0.667], [-0.236, -0.081, -0.188], [0.525, -0.303, -0.043], [0.174, -0.023, 0.014], [0.121, -0.045, -0.013], [-0.035, 0.454, 0.436], [0.244, 0.032, 0.054], [-0.196, -0.438, 0.320], [-0.190, 0.646, 0.289], [-1.060, -0.375, -1.423], [0.441, 0.079, 0.328], [0.485, 0.189, 0.928], [-0.453, -0.690, -0.345], [0.103, -0.229, -0.167], [-0.219, 0.132, 0.209], [-0.043, -0.596, 0.229], [-0.206, -0.041, -0.034], [0.385, 0.716, -0.101], [0.370, 0.357, 0.072], [0.295, -0.234, 0.092], [0.478, -0.768, 0.314], [1.255, 0.462, 0.649], [-0.687, -0.115, -0.696], [-2.099, 0.572, -0.663], [0.992, -0.249, -0.416], [0.114, 0.068, -0.508], [0.445, 0.055, 0.211], [-0.468, -0.124, -0.141], [0.212, -0.026, 0.869], [-0.303, -0.181, 0.208], [-0.319, 0.277, 0.346], [0.236, 0.084, -0.029], [0.555, 0.342, 0.020], [3.079, -2.201, 0.424], [-2.032, -0.397, -0.723], [-1.384, 4.097, -0.012], [-0.159, -0.223, 0.207], [-0.063, -0.197, -0.119], [0.117, -0.127, 0.240], [-0.133, 0.124, 0.241], [0.134, -0.302, 0.264], [0.124, -0.354, -0.082], [0.226, -0.480, -0.240], [-0.397, -0.363, -0.343], [-0.821, 0.356, -0.424], [0.291, -0.772, 1.317], [0.377, 0.314, 0.036], [0.035, 0.060, -0.920], [-0.224, -0.157, -0.024], [-0.039, 0.286, -0.366], [0.586, -0.128, -0.149], [0.029, -0.043, 0.299]]
}